Record 1
Molecular formula: C9H21I2O3P2Zr
Method: DFT, wB97M-V/def2-TZVPD

Properties
2S+1: 1
LUMO level (alpha / beta) in eV: -16.0 / -16.1
Charge: +3

Last column: Mulliken charge in e.
CARTESIAN COORDINATES (ANGSTROEM)
I1 -2.37 -0.15 -0.20  0.392
I2 3.03 0.20 -0.72  0.118
Zr1 0.44 -0.14 0.39  -0.300
P1 -0.08 -2.69 -0.32  0.948
C1 -0.36 -3.73 1.16  -1.105
C2 -1.34 -3.33 -1.46  -1.100
H1 -1.17 -4.38 -1.69  0.462
H2 1.45 -4.36 -1.21  0.436
H3 -1.31 -2.76 -2.39  0.416
H4 1.81 -2.69 -1.80  0.402
H5 -1.22 -3.34 1.73  0.376
H6 -2.33 -3.22 -1.03  0.445
C3 1.52 -3.30 -0.93  -1.185
H7 -0.56 -4.76 0.81  0.466
H8 2.28 -3.15 -0.16  0.340
H9 0.54 -3.71 1.79  0.346
P2 0.06 2.51 -0.28  1.180
C4 -0.19 3.42 1.28  -1.206
C5 1.48 3.41 -1.01  -1.342
H10 -1.33 2.64 -2.26  0.438
H11 -1.09 4.24 -1.52  0.421
H12 -2.26 3.07 -0.82  0.412
C6 -1.29 3.18 -1.31  -1.244
H13 1.76 2.90 -1.94  0.446
H14 1.21 4.45 -1.21  0.453
H15 -0.17 4.50 1.07  0.430
H16 0.61 3.16 1.97  0.397
H17 2.34 3.33 -0.34  0.422
H18 -1.15 3.14 1.74  0.402
C7 -0.86 0.62 2.40  0.226
O1 -1.34 0.57 3.44  -0.026
C8 2.47 -0.13 3.76  -0.893
C9 2.19 -1.31 2.90  0.475
O2 2.55 -2.44 3.15  -0.435
O3 1.39 -1.02 1.84  0.156
H19 3.54 -0.15 3.95  0.359
H20 1.91 -0.31 4.68  0.309
H21 2.15 0.79 3.29  0.161



Record 2
Molecular formula: C5H7NO
Method: DFT, wB97M-V/def2-TZVPD

Properties
2S+1: 1
SMILES: N=C=C1CO1.C=C
LUMO level in eV: 0.9
Charge: 0

Last column: Mulliken charge in e.
CARTESIAN COORDINATES (ANGSTROEM)
C1 -0.03 1.98 0.17  -0.767
C2 -0.82 0.87 0.31  -0.570
C3 0.19 -1.03 -0.35  0.505
C4 -0.35 -2.24 0.24  -0.303
O1 -0.69 -1.80 -1.09  -0.393
C5 1.39 -0.47 -0.67  0.138
N1 2.07 0.53 -0.70  -0.679
H1 1.37 1.35 -0.37  0.299
H2 0.43 2.43 1.05  0.353
H3 -0.14 2.63 -0.70  0.349
H4 -0.98 0.44 1.29  0.279
H5 -1.56 0.62 -0.44  0.324
H6 0.25 -3.15 0.28  0.252
H7 -1.15 -2.16 0.97  0.212



Record 3
Molecular formula: C5H6O
Method: DFT, wB97M-V/def2-TZVPD

Properties
2S+1: 1
SMILES: C#C[C@@H]1O[C@@H]1C
LUMO level in eV: 1.1
Charge: 0

Last column: Mulliken charge in e.
CARTESIAN COORDINATES (ANGSTROEM)
C1 -0.51 -0.25 -1.46  -1.125
C2 0.71 0.35 -0.80  0.217
O1 0.54 1.56 -0.09  -0.436
C3 0.89 0.40 0.66  -0.217
C4 -0.12 -0.12 1.56  -0.860
C5 -0.94 -0.57 2.33  0.376
H1 -1.32 -0.36 -0.74  0.315
H2 -0.26 -1.23 -1.88  0.305
H3 -0.84 0.40 -2.28  0.272
H4 1.63 0.32 -1.40  0.402
H5 1.90 0.43 1.08  0.340
H6 -1.67 -0.93 3.01  0.412



Record 4
Molecular formula: C4H14O3
Method: DFT, wB97M-V/def2-TZVPD

Properties
2S+1: 1
SMILES: C=C(C)C.O.O.O
LUMO level in eV: 0.6
Charge: 0

Last column: Mulliken charge in e.
CARTESIAN COORDINATES (ANGSTROEM)
C1 0.84 0.70 0.51  -1.164
C2 1.04 1.53 1.74  0.962
C3 0.99 2.85 1.85  -0.964
C4 1.15 0.66 2.97  -1.354
H1 0.14 -0.13 0.63  0.312
H2 1.79 0.32 0.12  0.278
H3 0.40 1.26 -0.32  0.345
H4 1.12 3.26 2.84  0.278
H5 0.82 3.52 1.01  0.302
H6 1.92 0.99 3.66  0.378
H7 1.27 -0.41 2.82  0.355
H8 0.19 0.67 3.50  0.268
H9 -1.40 -2.87 -5.65  0.308
H10 -0.19 -3.45 -6.33  0.314
O1 -1.04 -3.68 -5.95  -0.629
H11 0.57 -0.07 -3.75  0.314
H12 0.19 -1.19 -2.77  0.322
O2 0.11 -0.90 -3.69  -0.627
H13 -4.04 -1.10 1.92  0.318
H14 -2.78 -0.89 2.88  0.315
O3 -3.09 -1.07 2.01  -0.631



Record 5
Molecular formula: C35H26As2F6N3NaO11S2
Method: DFT, wB97M-V/def2-TZVPD

Properties
2S+1: 1
LUMO level in eV: 3.7
Charge: -2

Last column: Mulliken charge in e.
CARTESIAN COORDINATES (ANGSTROEM)
Na1 -1.01 -0.39 -2.03  1.026
C1 -1.06 1.89 1.65  -0.986
C2 -1.39 0.59 2.39  -1.270
As1 -2.04 -0.81 1.13  1.232
C3 -3.51 -1.45 2.25  -0.345
C4 -3.31 -1.95 3.54  -0.112
C5 -4.39 -2.36 4.31  -0.664
C6 -5.68 -2.28 3.81  -0.379
C7 -5.89 -1.80 2.53  -0.573
C8 -4.81 -1.38 1.76  -0.380
C9 -0.79 -2.27 1.48  0.060
C10 0.56 -2.01 1.66  0.058
C11 1.48 -3.05 1.70  -0.314
C12 1.05 -4.36 1.54  -0.533
C13 -0.30 -4.62 1.35  -0.552
C14 -1.21 -3.58 1.31  -0.695
As2 0.58 1.63 0.58  1.244
C15 0.88 3.47 -0.02  0.307
C16 -0.12 4.43 -0.08  -0.148
C17 0.14 5.71 -0.56  -0.463
C18 1.42 6.03 -1.00  -0.501
C19 2.42 5.07 -0.96  -0.622
C20 2.15 3.80 -0.48  -0.717
C21 1.81 1.76 2.12  0.444
C22 1.73 2.79 3.06  -0.664
C23 2.60 2.83 4.14  -0.669
C24 3.56 1.85 4.29  -0.459
C25 3.67 0.83 3.36  -0.801
C26 2.80 0.79 2.27  0.276
H1 -0.96 2.74 2.33  0.573
H2 -1.85 2.12 0.93  0.430
H3 -2.18 0.76 3.12  0.607
H4 -0.51 0.21 2.93  0.450
H5 -2.30 -2.04 3.93  0.340
H6 -4.22 -2.75 5.31  0.375
H7 -6.52 -2.61 4.41  0.347
H8 -6.90 -1.74 2.13  0.370
H9 -4.97 -1.01 0.75  0.417
H10 0.92 -1.00 1.74  -0.195
H11 2.53 -2.83 1.82  0.433
H12 1.77 -5.17 1.53  0.347
H13 -0.63 -5.64 1.16  0.339
H14 -2.25 -3.79 1.10  0.390
H15 -1.13 4.19 0.24  0.152
H16 -0.65 6.44 -0.62  0.387
H17 1.63 7.02 -1.38  0.340
H18 3.42 5.31 -1.32  0.398
H19 2.93 3.05 -0.47  0.371
H20 0.99 3.57 2.93  0.196
H21 2.52 3.64 4.86  0.383
H22 4.24 1.88 5.14  0.351
H23 4.43 0.07 3.46  0.408
H24 2.90 0.01 1.53  0.150
O1 -0.72 -4.66 -2.02  -0.867
C27 -0.37 -3.48 -1.84  -0.077
O2 -1.13 -2.52 -1.54  -0.654
C28 1.15 -3.21 -1.94  0.295
C29 1.94 -4.31 -2.12  -0.383
C30 3.34 -4.25 -2.17  -0.660
C31 3.99 -3.04 -2.01  -0.440
C32 3.23 -1.92 -1.80  -0.326
C33 1.78 -1.89 -1.81  1.137
O3 1.18 -0.80 -1.76  -0.485
N1 3.97 -0.68 -1.63  0.816
O4 3.57 0.14 -0.81  -0.499
O5 4.99 -0.51 -2.29  -0.666
N2 4.12 -5.44 -2.34  1.047
O6 5.35 -5.35 -2.32  -0.713
O7 3.54 -6.51 -2.50  -0.679
H25 1.44 -5.27 -2.21  0.582
H26 5.07 -2.98 -2.05  0.576
F1 -4.54 3.86 -3.05  -0.226
C34 -3.90 3.04 -2.22  0.551
F2 -4.61 1.92 -2.08  -0.231
F3 -3.82 3.64 -1.03  -0.208
S1 -2.19 2.68 -2.82  0.981
O8 -1.66 1.80 -1.79  -0.434
O9 -1.58 3.97 -2.96  -0.597
N3 -2.57 1.99 -4.17  -0.642
S2 -1.78 0.97 -5.06  0.973
O10 -1.07 -0.04 -4.32  -0.652
O11 -2.59 0.58 -6.17  -0.651
C35 -0.43 1.98 -5.80  0.616
F4 0.28 1.23 -6.65  -0.227
F5 -0.93 3.02 -6.48  -0.243
F6 0.38 2.45 -4.86  -0.174



Q: Look up the 2S+1 of the fifth one.
A: 1



Q: Which formula does entry 2 have?
A: C5H7NO